Record 1
Entry from OMol25: one molecule with the formula C22H24N2O4 (ωB97M-V with the def2-TZVPD basis set).

- ΔE to the lowest compared entry with this formula, charge and spin (kcal/mol) = 33.0
- frontier orbital gap (eV) = 8.649
- E (hartree) = -1263.24448
- HOMO energy (eV) = -7.95
- largest force on an atom (eV Å⁻¹) = 0.94

Last column: natural (NBO) charge in e.
Cartesian coordinates (Å):
C -2.312 -5.616 -1.054  -0.622
C -2.876 -4.407 -0.332  -0.069
O -1.824 -3.468 -0.136  -0.512
C -2.135 -2.374 0.581  0.792
O -3.244 -2.183 1.035  -0.620
C -0.993 -1.483 0.726  -0.257
C 0.289 -1.653 0.144  -0.232
C 1.057 -0.577 0.508  0.081
C 2.442 -0.304 0.141  -0.007
C 2.880 0.951 -0.279  -0.231
C 4.202 1.152 -0.632  -0.201
C 5.123 0.114 -0.588  -0.015
C 6.552 0.328 -0.982  -0.627
C 4.680 -1.143 -0.189  -0.211
C 3.365 -1.351 0.169  -0.192
N 0.284 0.238 1.312  -0.342
C 0.702 1.454 1.946  -0.317
C 0.163 2.728 1.277  0.671
O 0.189 3.798 1.841  -0.616
N -0.292 2.552 0.019  -0.616
C -1.023 3.586 -0.686  -0.270
C -2.425 3.146 -0.950  0.252
C -3.139 3.016 -2.105  -0.297
C -4.409 2.512 -1.730  -0.316
C -4.368 2.366 -0.379  0.098
O -3.175 2.747 0.102  -0.405
C -0.957 -0.301 1.452  0.241
C -2.014 0.335 2.275  -0.681
H -3.100 -6.346 -1.216  0.215
H -1.899 -5.319 -2.014  0.211
H -1.522 -6.070 -0.462  0.211
H -3.674 -3.932 -0.915  0.184
H -3.293 -4.683 0.644  0.189
H 0.584 -2.463 -0.490  0.235
H 2.187 1.775 -0.358  0.214
H 4.519 2.134 -0.952  0.210
H 6.796 1.387 -1.005  0.216
H 7.222 -0.174 -0.286  0.219
H 6.732 -0.087 -1.974  0.221
H 5.380 -1.965 -0.155  0.210
H 3.037 -2.329 0.488  0.217
H 0.361 1.474 2.986  0.241
H 1.794 1.506 1.953  0.255
H -0.352 1.618 -0.360  0.412
H -0.533 3.820 -1.636  0.214
H -1.000 4.469 -0.038  0.252
H -2.807 3.254 -3.094  0.227
H -5.231 2.290 -2.379  0.230
H -5.089 2.008 0.328  0.208
H -2.926 -0.247 2.175  0.273
H -1.725 0.358 3.326  0.220
H -2.204 1.359 1.953  0.234



Record 2
Entry from OMol25: C22H24N4O3SV as an isolated structure (ωB97M-V with the def2-TZVPD basis set).

- charge = +2
- ΔE to the lowest compared entry with this formula, charge and spin (kcal/mol) = 0.0
- frontier orbital gap (alpha / beta) (eV) = 5.152 / 5.150
- 2S+1 = 4
- E (hartree) = -2639.15527
- HOMO energy (alpha / beta) (eV) = -12.15 / -12.15
- largest force on an atom (eV Å⁻¹) = 3.81

Last column: natural (NBO) charge in e.
Cartesian coordinates (Å):
C -1.083 -2.021 -5.631  -0.367
C -1.587 -1.149 -6.541  -0.008
H -1.090 -3.085 -5.871  0.208
H -0.664 -1.689 -4.695  0.136
C -1.706 0.265 -6.278  0.002
C -1.340 0.836 -5.095  -0.401
H -1.015 0.260 -4.231  0.158
H -1.413 1.922 -5.008  0.203
C -2.045 -1.712 -7.872  -0.641
H -1.827 -2.785 -7.899  0.223
H -1.536 -1.246 -8.724  0.230
H -3.125 -1.594 -8.029  0.227
C -2.253 1.154 -7.375  -0.642
H -3.236 0.817 -7.724  0.231
H -1.593 1.188 -8.253  0.229
H -2.359 2.179 -7.004  0.221
V 0.116 -0.021 2.613  1.342
O 0.024 -0.299 0.504  -0.682
C 0.655 0.214 -0.469  0.730
O 1.115 1.656 2.019  -0.676
C 1.820 1.828 0.993  0.945
O 2.810 2.688 0.954  -0.401
N 1.657 1.175 -0.207  -0.460
C 3.418 2.647 -0.391  -0.090
C 2.636 1.655 -1.192  -0.250
H 4.462 2.343 -0.281  0.233
H 3.348 3.648 -0.826  0.237
H 3.255 0.828 -1.549  0.240
H 2.121 2.125 -2.032  0.235
C 0.495 -0.133 -1.852  -0.386
C -0.278 -1.166 -2.283  -0.124
H 1.097 0.443 -2.560  0.244
H -1.022 -1.620 -1.631  0.219
H -0.062 -1.607 -3.245  0.233
N -0.210 -1.250 6.459  -0.485
C 0.061 0.058 6.886  0.175
C 0.210 0.581 8.159  -0.237
C 0.545 1.946 8.248  -0.166
C 0.727 2.727 7.083  -0.181
C 0.588 2.166 5.804  -0.199
C 0.239 0.820 5.725  0.079
N 0.069 -0.023 4.610  -0.591
C -0.203 -1.271 5.097  0.411
C -0.413 -2.328 4.166  0.045
C -0.696 -3.668 4.320  -0.356
S -0.808 -4.445 2.759  0.597
C -0.468 -2.958 1.973  -0.108
N -0.299 -1.917 2.825  -0.534
H -0.366 -2.065 7.043  0.445
H 0.063 -0.066 9.026  0.243
H 0.669 2.413 9.229  0.249
H 0.979 3.786 7.190  0.246
H 0.738 2.718 4.876  0.234
H -0.826 -4.146 5.284  0.276
H -0.397 -2.824 0.902  0.258



Record 3
Entry from OMol25: C22H24N4O4S3Ti as an isolated structure (ωB97M-V with the def2-TZVPD basis set).

- charge = -2
- frontier orbital gap (alpha / beta) (eV) = 5.445 / 5.378
- 2S+1 = 3
- E (hartree) = -3416.77497
- HOMO energy (alpha / beta) (eV) = -1.23 / -1.58
- largest force on an atom (eV Å⁻¹) = 2.60

Last column: Mulliken spin population.
Cartesian coordinates (Å):
Ti -0.347 -2.344 -1.759  0.007
N -0.383 -0.125 -2.032  0.059
C -0.898 0.200 -3.372  -0.093
C -1.876 1.360 -3.343  -0.004
C -1.341 2.561 -2.585  0.017
C -0.222 3.318 -3.285  -0.009
N 1.010 2.579 -3.533  0.065
C 1.581 1.855 -2.468  0.845
N 2.028 2.664 -1.384  0.111
N 2.509 0.870 -2.879  0.027
C -1.470 -1.069 -4.029  0.007
O -2.357 -0.961 -4.863  0.000
O -0.871 -2.146 -3.653  -0.002
H -1.103 0.047 -1.332  0.011
H 0.422 0.472 -1.796  0.027
H -0.039 0.445 -4.005  0.005
H -2.801 1.009 -2.875  -0.001
H -2.150 1.635 -4.364  -0.002
H -1.035 2.279 -1.572  -0.004
H -2.156 3.284 -2.459  0.002
H 0.001 4.219 -2.701  0.017
H -0.575 3.682 -4.253  -0.009
H 0.988 2.022 -4.373  -0.039
H 1.389 3.431 -1.217  -0.021
H 2.065 2.114 -0.532  -0.003
H 2.064 -0.013 -3.134  -0.019
H 3.170 0.660 -2.142  0.011
S 3.718 -4.481 -3.167  0.002
C 2.327 -3.670 -2.678  0.005
S 2.133 -1.952 -2.727  0.008
S 0.926 -4.488 -2.057  0.004
C 0.508 -1.801 0.131  0.405
C 0.363 -1.411 1.296  -0.079
C 0.118 -0.952 2.575  0.196
C 0.848 -1.504 3.715  0.011
C 0.395 -1.380 5.037  0.102
C 1.103 -1.934 6.094  -0.061
C 2.280 -2.636 5.865  0.116
C 2.726 -2.792 4.556  -0.061
C 2.024 -2.241 3.499  0.104
C -0.913 0.091 2.704  0.048
C -0.860 1.099 3.673  0.071
C -1.816 2.106 3.709  -0.047
C -2.848 2.131 2.780  0.084
C -2.910 1.134 1.811  -0.050
C -1.959 0.127 1.770  0.080
H -0.543 -0.878 5.234  0.008
H 0.722 -1.828 7.104  -0.003
H 2.834 -3.065 6.691  0.011
H 3.628 -3.357 4.354  -0.003
H 2.362 -2.380 2.479  0.016
H -0.039 1.117 4.379  0.004
H -1.743 2.883 4.461  -0.002
H -3.590 2.920 2.806  0.008
H -3.709 1.136 1.078  -0.001
H -2.017 -0.659 1.022  0.014
O -1.644 -3.392 -1.110  0.007
O -2.031 -1.992 -1.148  0.001



- Which of these has the lowest largest force on an atom?
  C22H24N2O4



- Among the records above, which one has the highest largest force on an atom?
  C22H24N4O3SV



Please write out number 1 again, unchanged.
Entry from OMol25: one molecule with the formula C22H24N2O4 (ωB97M-V with the def2-TZVPD basis set).

- ΔE to the lowest compared entry with this formula, charge and spin (kcal/mol) = 33.0
- frontier orbital gap (eV) = 8.649
- E (hartree) = -1263.24448
- HOMO energy (eV) = -7.95
- largest force on an atom (eV Å⁻¹) = 0.94

Last column: natural (NBO) charge in e.
Cartesian coordinates (Å):
C -2.312 -5.616 -1.054  -0.622
C -2.876 -4.407 -0.332  -0.069
O -1.824 -3.468 -0.136  -0.512
C -2.135 -2.374 0.581  0.792
O -3.244 -2.183 1.035  -0.620
C -0.993 -1.483 0.726  -0.257
C 0.289 -1.653 0.144  -0.232
C 1.057 -0.577 0.508  0.081
C 2.442 -0.304 0.141  -0.007
C 2.880 0.951 -0.279  -0.231
C 4.202 1.152 -0.632  -0.201
C 5.123 0.114 -0.588  -0.015
C 6.552 0.328 -0.982  -0.627
C 4.680 -1.143 -0.189  -0.211
C 3.365 -1.351 0.169  -0.192
N 0.284 0.238 1.312  -0.342
C 0.702 1.454 1.946  -0.317
C 0.163 2.728 1.277  0.671
O 0.189 3.798 1.841  -0.616
N -0.292 2.552 0.019  -0.616
C -1.023 3.586 -0.686  -0.270
C -2.425 3.146 -0.950  0.252
C -3.139 3.016 -2.105  -0.297
C -4.409 2.512 -1.730  -0.316
C -4.368 2.366 -0.379  0.098
O -3.175 2.747 0.102  -0.405
C -0.957 -0.301 1.452  0.241
C -2.014 0.335 2.275  -0.681
H -3.100 -6.346 -1.216  0.215
H -1.899 -5.319 -2.014  0.211
H -1.522 -6.070 -0.462  0.211
H -3.674 -3.932 -0.915  0.184
H -3.293 -4.683 0.644  0.189
H 0.584 -2.463 -0.490  0.235
H 2.187 1.775 -0.358  0.214
H 4.519 2.134 -0.952  0.210
H 6.796 1.387 -1.005  0.216
H 7.222 -0.174 -0.286  0.219
H 6.732 -0.087 -1.974  0.221
H 5.380 -1.965 -0.155  0.210
H 3.037 -2.329 0.488  0.217
H 0.361 1.474 2.986  0.241
H 1.794 1.506 1.953  0.255
H -0.352 1.618 -0.360  0.412
H -0.533 3.820 -1.636  0.214
H -1.000 4.469 -0.038  0.252
H -2.807 3.254 -3.094  0.227
H -5.231 2.290 -2.379  0.230
H -5.089 2.008 0.328  0.208
H -2.926 -0.247 2.175  0.273
H -1.725 0.358 3.326  0.220
H -2.204 1.359 1.953  0.234



- Which of these has the highest E?
  C22H24N2O4